# 1
A molecular structure, C11H20Cl2NO5Sn at a distorted geometry. Source: the Open Molecules 2025 dataset; level of theory: the ωB97M-V functional and the def2-TZVPD basis.

Calculated values
**Charge**: +3
**Energy above the lowest of the compared OMol25 structures with the same formula, charge and spin**: 10.94 kcal per mole
**Kohn-Sham gap**: 6.25 eV
**LUMO energy**: -12.96 eV

The geometry in XYZ format:
```
40
Properties=species:S:1:pos:R:3:forces:R:3
Sn -0.200355 -0.461966 -0.904628 0.27 -0.06 0.11
C -0.430708 -3.212772 -2.828052 0.02 0.05 -0.08
O 0.227872 -2.550662 -1.702612 -0.07 0.05 0.05
C 1.302559 -3.324316 -1.107451 0.13 0.04 -0.07
C 1.375147 -2.910237 0.338907 0.06 -0.08 -0.17
O 1.416420 -1.459350 0.354539 -0.29 -0.01 0.30
C 2.648770 -0.749077 0.628873 0.08 0.06 -0.14
C 3.034978 -0.030913 -0.640208 0.10 -0.11 -0.03
O 1.840367 0.622081 -1.133349 -0.19 -0.01 0.03
C 2.080476 1.912743 -1.763239 0.01 0.00 -0.12
H -0.853879 -4.152723 -2.481645 0.00 0.00 0.00
H 0.296451 -3.378333 -3.620164 0.00 -0.01 0.00
H -1.221075 -2.550196 -3.170749 0.01 -0.01 0.01
H 2.224862 -3.091047 -1.643037 0.01 -0.07 -0.01
H 1.092103 -4.388583 -1.211689 -0.09 0.01 0.04
H 2.246411 -3.328682 0.839761 0.03 0.07 -0.01
H 0.479133 -3.200493 0.886482 0.01 -0.02 0.00
H 3.426354 -1.441583 0.947646 -0.03 -0.04 -0.02
H 2.437710 -0.053398 1.439825 0.00 0.00 -0.01
H 3.392026 -0.719055 -1.408231 0.02 0.02 -0.01
H 3.811620 0.709157 -0.446654 -0.05 0.05 0.02
H 2.471576 2.605240 -1.020702 0.00 -0.01 0.00
H 1.127376 2.269880 -2.144483 0.00 0.00 0.02
H 2.784762 1.791864 -2.583978 -0.01 -0.01 0.00
Cl -3.373332 -0.680344 -2.144129 0.08 0.02 0.01
C -3.135861 0.636439 -3.305899 -0.07 -0.06 -0.05
Cl -1.472193 1.289115 -3.253029 0.06 -0.04 -0.03
H -3.815607 1.442757 -3.060437 0.01 0.01 -0.01
H -3.302346 0.246884 -4.302896 0.00 0.04 -0.02
O -1.258410 1.185513 6.149010 0.00 -0.02 0.15
C -1.231188 1.219615 5.006572 -0.07 0.14 -0.46
C -2.595942 3.491326 4.229228 -0.55 0.84 -0.53
C -2.332764 3.243736 2.825830 -0.25 0.60 0.66
C -1.561023 1.889185 2.650457 0.70 -1.52 0.78
O -1.304125 1.451534 1.573467 -0.27 0.65 -0.18
N -1.160987 1.189799 3.782073 -0.20 0.40 -0.25
H -1.975009 4.155999 4.834568 0.21 -0.24 0.00
H -3.503190 3.128316 4.718253 0.14 -0.28 -0.01
H -1.712506 4.035266 2.396924 0.18 -0.14 0.03
H -3.276472 3.167281 2.274848 0.02 -0.30 0.01
```
Positions in Å, forces in eV/Å.

***

# 2
C18H21N3O3S in the gas phase at a distorted geometry. Source: the Open Molecules 2025 dataset; level of theory: the ωB97M-V functional and the def2-TZVPD basis.

Calculated values
**Energy above the lowest of the compared OMol25 structures with the same formula, charge and spin**: 63.61 kcal per mole
**SMILES**: CC(C)CCSc1ccc(C(=O)[C@@H](O)NC(=O)c2cnccn2)cc1
**Kohn-Sham gap**: 8.21 eV
**LUMO energy**: -0.32 eV

The geometry in XYZ format:
```
46
Properties=species:S:1:pos:R:3:forces:R:3
C -3.980685 0.045634 3.830164 0.88 0.59 -0.63
C -4.938618 0.273860 2.653452 0.08 -0.98 1.11
C -5.963009 -0.914219 2.616438 -0.81 1.58 -0.51
C -4.125297 0.445083 1.362443 0.01 -0.59 -0.31
C -3.342324 1.749056 1.351529 -1.09 0.29 -1.14
S -2.607153 2.177872 -0.279367 -0.26 -0.09 0.14
C -1.282416 1.009201 -0.435967 -0.26 -0.16 0.18
C -0.466848 0.652609 0.632666 0.28 -0.56 0.63
C 0.570231 -0.272738 0.442943 -0.66 0.16 0.22
C 0.814509 -0.842669 -0.816917 0.81 0.39 0.95
C 1.973140 -1.756758 -1.059219 -0.42 -0.51 -0.76
O 2.013275 -2.408382 -2.089653 0.31 0.10 0.61
C 3.158969 -1.880239 -0.063413 0.03 -0.45 0.72
O 4.057361 -2.893531 -0.439784 -0.80 -0.76 -0.60
N 3.945521 -0.686012 -0.109750 1.54 2.63 0.59
C 4.102062 0.257563 0.908330 -1.50 -1.89 0.25
O 3.357051 0.248006 1.888715 0.74 0.30 -0.63
C 5.209731 1.269952 0.796534 0.30 1.33 -0.43
C 5.331182 2.254422 1.829863 1.81 0.48 -1.80
N 6.291748 3.230129 1.687319 -1.07 -0.62 0.18
C 7.059812 3.274495 0.581570 -0.83 -1.76 0.36
C 6.925418 2.282445 -0.404577 -1.28 -0.49 0.47
N 5.959200 1.297461 -0.332487 1.21 1.35 1.09
C -0.002655 -0.476998 -1.876119 -0.29 0.09 0.11
C -1.052879 0.405171 -1.670388 0.35 -0.18 -0.67
H -4.502017 -0.080046 4.759472 -0.28 -0.17 0.49
H -3.264580 0.893637 3.958465 -0.54 -0.57 -0.07
H -3.389954 -0.844090 3.605267 0.08 -0.10 0.26
H -5.481983 1.177433 2.932309 -0.19 0.26 -0.60
H -6.500871 -0.901486 1.651775 0.25 -0.07 0.22
H -5.457858 -1.859314 2.695432 0.15 -0.49 0.23
H -6.786886 -0.801395 3.378263 1.15 -0.21 -0.44
H -3.395548 -0.393816 1.210981 -0.84 0.36 0.13
H -4.845035 0.463616 0.522611 0.52 -0.09 0.13
H -4.120291 2.509624 1.532562 0.73 0.27 -0.04
H -2.554513 1.822650 2.062087 0.32 0.03 0.80
H -0.668412 1.010334 1.664843 0.28 -0.12 -0.96
H 1.112515 -0.566009 1.336756 0.26 0.06 -0.32
H 2.798331 -2.062436 0.986886 0.22 0.37 -0.89
H 3.677414 -3.401653 -1.195116 0.12 0.64 0.55
H 4.714472 -0.675889 -0.786137 -0.57 -0.17 0.15
H 4.677924 2.260527 2.714353 0.52 -0.02 -0.53
H 7.852194 4.023788 0.478586 -0.51 -0.10 0.28
H 7.602753 2.341192 -1.262519 -0.53 -0.44 0.08
H 0.142861 -0.897508 -2.864164 0.12 -0.04 0.13
H -1.656212 0.582521 -2.550844 -0.33 0.39 0.27
```
Positions in Å, forces in eV/Å.

***

# 3
A molecular structure, C20H22F3MnN4O5S. Source: the Open Molecules 2025 dataset; level of theory: the ωB97M-V functional and the def2-TZVPD basis.

Calculated values
**Charge**: -1
**Energy above the lowest of the compared OMol25 structures with the same formula, charge and spin**: 13.13 kcal per mole
**Spin multiplicity**: 4
**Kohn-Sham gap (spin up / spin down)**: 5.88 / 5.66 eV
**LUMO energy (spin up / spin down)**: 1.77 / 1.77 eV

The geometry in XYZ format:
```
56
Properties=species:S:1:pos:R:3:forces:R:3
Mn 0.581620 0.844706 0.452064 0.24 0.56 0.06
N -2.063817 1.915466 1.806413 0.00 0.05 -0.06
C -1.303435 1.911646 0.649264 -0.15 -0.02 -0.05
O -0.284428 2.661744 0.572835 0.02 -0.08 0.00
C -1.935120 1.273084 -0.566037 -0.05 -0.03 0.03
C -1.018844 1.404715 -1.773149 0.01 0.04 0.01
H -1.516939 2.230415 2.596806 0.00 -0.03 0.01
H -2.506714 1.025123 1.987851 0.01 0.01 0.02
H -2.906469 1.745214 -0.755286 0.00 -0.01 -0.02
H -2.116676 0.217210 -0.336724 0.01 0.01 0.01
H -1.058487 2.459050 -2.095499 0.00 0.00 0.01
H -1.464918 0.820793 -2.593204 0.01 -0.02 -0.01
F 4.086315 -2.897002 -0.917427 -0.02 -0.02 0.02
C 3.148640 -3.759647 -0.486257 -0.02 0.00 0.02
F 3.296151 -3.877128 0.845666 0.02 0.00 -0.04
F 3.497224 -4.969156 -1.002981 0.01 0.03 0.02
C 1.755016 -3.373114 -0.892988 0.04 0.02 0.00
C 1.050261 -4.217776 -1.729776 -0.02 -0.02 -0.03
C -0.231650 -3.876878 -2.130220 0.04 0.02 -0.02
C -0.742848 -2.682358 -1.648373 -0.01 0.01 0.00
N -0.089790 -1.860518 -0.843627 -0.11 -0.23 0.20
C 1.157881 -2.166466 -0.448497 0.00 0.05 -0.02
S 1.980143 -1.046981 0.590791 0.00 -0.20 -0.16
H 1.508640 -5.135803 -2.070778 -0.01 0.00 0.00
H -0.808523 -4.509126 -2.790551 0.00 -0.01 0.00
H -1.745340 -2.365093 -1.925656 -0.01 -0.01 0.00
C 0.848737 0.790185 -3.861910 0.01 0.00 0.00
C 1.295849 1.323269 -2.488301 -0.01 0.08 0.02
C 2.651265 0.698305 -2.178332 0.03 -0.05 0.03
C 1.499942 2.848181 -2.591502 0.02 0.06 0.00
N 0.322873 0.966344 -1.459007 0.09 -0.03 -0.02
H 1.655307 0.894736 -4.592431 0.00 0.01 0.00
H -0.018694 1.329215 -4.248811 -0.01 -0.01 0.02
H 0.590163 -0.267812 -3.776580 0.01 -0.01 0.00
H 3.383237 1.006617 -2.929971 -0.01 -0.02 -0.01
H 2.588892 -0.390181 -2.168388 0.00 0.01 -0.02
H 3.020062 1.003882 -1.198271 -0.01 0.04 0.00
H 2.258757 3.092465 -3.340989 0.00 -0.02 -0.01
H 1.821568 3.247188 -1.627274 0.01 -0.02 0.00
H 0.581790 3.365069 -2.875105 0.00 0.00 0.00
O 0.854650 0.929135 2.481671 -0.12 -0.09 -0.18
C 0.112395 -0.000997 2.941826 -0.09 0.12 0.14
O -0.757815 -0.593176 2.297739 0.00 -0.17 0.05
C 0.306657 -0.346457 4.399406 0.06 -0.03 -0.02
C -0.246241 -1.518696 4.899936 -0.02 0.01 0.00
C -0.081232 -1.868564 6.232734 0.01 0.01 0.04
C 0.626798 -1.038083 7.087357 -0.06 -0.05 -0.10
C 1.161601 0.126077 6.564292 0.11 0.16 0.16
C 1.030979 0.490111 5.237837 -0.04 -0.10 -0.05
N 1.912677 1.018163 7.474198 -0.01 -0.12 -0.11
O 2.039336 0.669386 8.633680 -0.01 0.00 0.06
O 2.367328 2.045183 7.016819 0.00 0.06 0.00
H -0.802703 -2.145625 4.215723 0.01 0.00 0.00
H -0.504921 -2.789988 6.610125 0.00 0.00 0.00
H 0.769206 -1.274712 8.130476 0.01 0.01 0.00
H 1.481342 1.391661 4.851291 0.00 0.01 0.01
```
Positions in Å, forces in eV/Å.

***

# 4
A molecular structure, C24H20F6KN2O6PSSb at a distorted geometry. Source: the Open Molecules 2025 dataset; level of theory: the ωB97M-V functional and the def2-TZVPD basis.

Calculated values
**Charge**: -2
**Energy above the lowest of the compared OMol25 structures with the same formula, charge and spin**: 73.12 kcal per mole
**Spin multiplicity**: 2
**Kohn-Sham gap (spin up / spin down)**: 6.73 / 7.92 eV
**LUMO energy (spin up / spin down)**: 3.94 / 3.75 eV

The geometry in XYZ format:
```
62
Properties=species:S:1:pos:R:3:forces:R:3
K 0.242861 2.317185 1.198473 -3.12 1.05 1.65
C -4.765577 2.007965 0.104370 -0.05 -0.01 -0.06
C -4.771963 1.871891 -1.276205 0.06 0.00 0.05
C -3.580558 1.606901 -1.927396 0.00 -0.04 0.04
C -2.410003 1.471624 -1.174548 -0.32 0.05 0.01
N -2.414432 1.590637 0.152586 0.23 -0.04 -0.24
C -3.558107 1.855499 0.768985 -0.01 -0.08 0.11
C -1.110342 1.256745 -1.864090 0.16 0.18 -0.41
C -0.756356 2.170196 -2.852328 -0.04 -0.04 0.04
C 0.484563 2.070506 -3.451216 -0.02 0.02 -0.01
C 1.310149 1.028067 -3.081025 -0.02 -0.03 0.02
C 0.855543 0.137801 -2.125877 0.03 0.03 -0.06
N -0.322422 0.239712 -1.511310 -0.18 0.07 -0.04
H -5.675015 2.226738 0.648534 0.03 -0.01 0.04
H -5.693258 1.969002 -1.838126 -0.01 0.02 0.00
H -3.546012 1.496954 -3.003260 0.04 -0.01 0.00
H -3.491646 1.940038 1.849498 -0.03 0.00 -0.02
H -1.413431 3.001035 -3.070947 0.01 0.03 0.02
H 0.820882 2.826923 -4.146502 0.02 0.00 0.01
H 2.317709 0.934743 -3.457143 0.01 0.02 0.01
H 1.494600 -0.675444 -1.814011 0.04 -0.01 0.05
O -0.089155 0.313047 4.524257 0.04 -0.03 -0.17
C 0.066601 0.113661 3.326200 -0.13 -0.20 0.65
O -0.640893 0.595251 2.358977 -0.57 -1.41 0.94
C 1.146363 -0.784836 2.733133 -0.10 0.25 -0.22
P 0.449359 -0.795700 1.043312 0.00 -1.58 0.88
C 1.475605 -2.117053 0.238119 0.02 0.12 -0.27
C 2.834164 -2.243214 0.528828 -0.09 0.04 -0.04
C 3.563942 -3.309527 0.020308 0.04 -0.03 0.01
C 2.960184 -4.252671 -0.797519 0.02 0.00 0.01
C 1.621831 -4.105559 -1.136012 -0.02 -0.01 -0.05
C 0.889887 -3.044855 -0.627273 0.00 0.10 0.01
C -1.044640 -1.901803 1.289047 -0.06 0.23 -0.15
C -2.146727 -1.729512 0.455376 0.04 0.04 0.05
C -3.271414 -2.532905 0.572571 0.00 -0.06 0.02
C -3.311993 -3.528313 1.538338 -0.04 -0.04 0.02
C -2.220707 -3.712407 2.374149 0.02 -0.03 0.03
C -1.095661 -2.908704 2.248888 0.05 0.01 0.00
H 1.262037 -1.750300 3.220138 -0.04 0.00 0.02
H 2.110742 -0.274938 2.732958 0.02 0.01 -0.02
H 3.327024 -1.491104 1.130400 0.04 -0.01 0.06
H 4.616421 -3.394487 0.263666 -0.01 0.01 0.00
H 3.529203 -5.094409 -1.175584 0.01 0.03 -0.03
H 1.146482 -4.816855 -1.801958 -0.01 0.00 0.02
H -0.150822 -2.930990 -0.903266 -0.01 -0.05 0.01
H -2.097031 -0.953242 -0.290731 -0.06 0.00 -0.09
H -4.115150 -2.389026 -0.092910 0.01 0.05 0.01
H -4.187849 -4.158544 1.644747 0.00 0.01 -0.02
H -2.241992 -4.490650 3.128705 0.01 0.02 0.01
H -0.252636 -3.080430 2.905451 -0.02 -0.01 0.00
O 3.689473 0.947649 -0.866756 0.05 0.22 -0.13
S 3.199102 1.226112 0.452655 0.25 -2.04 0.31
O 3.904912 0.533020 1.517474 0.01 0.17 0.12
O 1.716481 0.881916 0.536699 2.53 -1.16 -0.84
O 3.312878 2.714950 0.823496 -0.32 -0.46 -0.13
F 2.594170 3.407838 -1.969304 0.02 -0.29 0.41
Sb 2.495071 4.184901 -0.173469 -1.21 3.68 -1.10
F 1.177438 4.256879 1.492949 1.49 1.42 -0.49
F 4.254627 4.713377 -0.878295 -0.17 -0.33 0.21
F 3.214868 5.456037 1.136392 -0.09 -0.44 -0.13
F 1.675705 5.731471 -1.007470 0.21 -0.40 0.35
F 0.614935 3.371204 -0.645128 1.23 0.97 -1.47
```
Positions in Å, forces in eV/Å.